The following is a DFT calculation (ωB97M-V/def2-TZVPD) of a structure of composition C20H40NOP3SZr in a non-equilibrium geometry.

Its energy is -2383.72686 Ha. The largest force on an atom comes out at 0.1167 hartree/bohr. For the LUMO energy (alpha / beta), the calculation gives -16.934 / -16.908 eV. The HOMO energy (alpha / beta) is -20.6 / -20.6 eV. The gap between HOMO and LUMO (alpha / beta) is 0.13650 / 0.13746 hartree.

```
! RIJCOSX wB97M-V def2-TZVPD def2/J DEFGRID3
* xyz 4 1
Zr -0.28 0.48 0.43
P 1.61 -0.75 2.29
P 1.59 2.40 0.59
P -1.09 -2.18 0.37
H -0.16 2.60 -5.08
C -1.17 2.19 -4.89
C -2.02 2.59 -3.95
H -1.78 3.36 -3.21
C 3.07 -1.68 1.63
C 2.52 0.27 3.53
C 1.01 -2.03 3.47
C 1.10 3.56 -0.72
C 1.88 3.48 2.03
C 3.29 1.96 0.06
C -2.38 -2.36 -0.89
C -1.90 -3.07 1.73
C 0.15 -3.40 -0.27
H -1.49 1.45 -5.65
H -3.08 2.28 -3.93
H 3.75 -1.95 2.46
H 3.63 -1.07 0.91
H 2.75 -2.60 1.13
H 3.12 -0.41 4.16
H 1.80 0.79 4.17
H 3.18 1.00 3.06
H 1.82 -2.72 3.73
H 0.17 -2.59 3.05
H 0.66 -1.54 4.39
H 1.78 4.43 -0.75
H 0.08 3.91 -0.51
H 1.10 3.06 -1.70
H 2.74 4.16 1.89
H 2.06 2.89 2.93
H 0.98 4.09 2.20
H 3.79 2.84 -0.38
H 3.22 1.17 -0.71
H 3.89 1.57 0.90
H -2.88 -3.34 -0.87
H -1.97 -2.22 -1.90
H -3.12 -1.56 -0.73
H -2.74 -3.66 1.33
H -2.31 -2.33 2.43
H -1.22 -3.74 2.27
H -0.34 -4.16 -0.89
H 0.69 -3.88 0.56
H 0.87 -2.84 -0.88
C -0.70 -0.12 -2.59
C 0.49 -0.43 -3.27
C 0.38 -1.20 -4.43
C -0.87 -1.47 -5.01
C -2.04 -0.98 -4.40
C -1.94 -0.47 -3.12
O -0.64 0.72 -1.52
H 1.18 -0.34 -0.37
H 1.44 -0.08 -2.84
H 1.30 -1.51 -4.92
H -0.95 -2.05 -5.94
H -2.99 -0.94 -4.93
H -2.87 -0.34 -2.50
S -4.12 1.46 3.22
C -2.82 1.16 4.37
C -1.63 0.88 3.73
N -1.73 0.89 2.31
C -2.98 1.21 1.91
H -2.96 1.19 5.44
H -0.68 0.67 4.22
H -3.28 1.30 0.86
*
```



The following is a DFT calculation (ωB97M-V/def2-TZVPD) of the molecule C20H40O.

Its energy is -861.28675 Ha. The largest force on an atom comes out at 0.0098 hartree/bohr. For the LUMO energy, the calculation gives 0.827 eV. The HOMO energy is -9.0 eV. As for the SMILES: C/C(=C\CO)CCC[C@H](C)CCC[C@@H](C)CCCC(C)C. The gap between HOMO and LUMO is 0.36061 hartree.

```
! RIJCOSX wB97M-V def2-TZVPD def2/J DEFGRID3
* xyz 0 1
C 4.24 2.49 -1.48
C 4.19 1.82 -0.14
C 3.38 2.17 0.85
C 2.33 3.25 0.85
O 1.28 2.97 1.74
C 5.16 0.67 0.04
C 4.45 -0.67 0.25
C 3.57 -1.04 -0.94
C 2.65 -2.24 -0.67
C 2.69 -3.23 -1.83
C 1.20 -1.82 -0.41
C 1.03 -0.94 0.83
C -0.41 -0.43 1.02
C -1.48 -1.51 1.19
C -1.18 -2.38 2.42
C -2.87 -0.88 1.34
C -3.40 -0.25 0.05
C -4.83 0.26 0.24
C -5.47 0.79 -1.05
C -4.78 2.06 -1.54
C -6.96 1.07 -0.81
H 4.23 1.75 -2.27
H 3.40 3.17 -1.62
H 5.16 3.06 -1.56
H 3.45 1.66 1.80
H 1.93 3.41 -0.16
H 2.76 4.19 1.20
H 0.90 2.11 1.51
H 5.81 0.61 -0.83
H 5.80 0.87 0.91
H 5.19 -1.45 0.40
H 3.84 -0.61 1.15
H 4.21 -1.26 -1.80
H 2.95 -0.18 -1.22
H 3.02 -2.76 0.23
H 3.70 -3.58 -2.00
H 2.33 -2.75 -2.74
H 2.06 -4.09 -1.63
H 0.59 -2.72 -0.29
H 0.83 -1.28 -1.29
H 1.35 -1.49 1.71
H 1.68 -0.06 0.73
H -0.67 0.18 0.15
H -0.43 0.22 1.90
H -1.49 -2.15 0.31
H -1.98 -3.11 2.56
H -0.25 -2.93 2.30
H -1.12 -1.77 3.31
H -3.57 -1.66 1.66
H -2.84 -0.12 2.13
H -2.76 0.57 -0.25
H -3.39 -1.00 -0.74
H -4.84 1.05 0.99
H -5.45 -0.57 0.62
H -5.38 0.02 -1.82
H -3.75 1.86 -1.81
H -5.29 2.44 -2.42
H -4.80 2.82 -0.77
H -7.43 1.42 -1.73
H -7.47 0.16 -0.49
H -7.08 1.83 -0.04
*
```



The following is a DFT calculation (ωB97M-V/def2-TZVPD) of a cluster of 6 separate species, C20H40O12S2 in total in a non-equilibrium geometry.

Its energy is -2485.13395 Ha. The largest force on an atom comes out at 0.0521 hartree/bohr. For the LUMO energy, the calculation gives 0.217 eV. The HOMO energy is -9.4 eV. As for the SMILES: O=S1(=O)OCCO1.O=S1(=O)OCCO1.C1CCOC1.C1CCOC1.C1CCOC1.C1CCOC1. The gap between HOMO and LUMO is 0.35343 hartree.

```
! RIJCOSX wB97M-V def2-TZVPD def2/J DEFGRID3
* xyz 0 1
O -0.78 0.02 4.88
S -0.06 1.02 4.16
O 1.29 0.70 3.81
O -0.88 1.48 2.89
C -1.36 2.83 2.94
C -1.23 3.23 4.39
O -0.17 2.46 4.91
H -0.62 3.38 2.35
H -2.36 2.97 2.54
H -2.13 2.97 4.97
H -1.01 4.29 4.52
O -1.18 4.54 -0.59
S 0.20 4.19 -0.58
O 1.07 4.69 -1.60
O 0.86 4.42 0.93
C 1.81 3.41 1.22
C 1.62 2.26 0.18
O 0.42 2.59 -0.47
H 2.81 3.77 0.96
H 1.89 3.00 2.23
H 1.59 1.32 0.72
H 2.40 2.34 -0.57
C -0.76 -0.95 -1.52
C -0.94 -0.79 -0.03
C 0.15 -1.71 0.50
O 0.43 -2.66 -0.54
C -0.51 -2.46 -1.61
H 0.17 -0.49 -1.83
H -1.68 -0.74 -2.06
H -1.89 -1.25 0.26
H -0.92 0.24 0.33
H -0.24 -2.27 1.35
H 1.05 -1.16 0.78
H -1.48 -2.96 -1.56
H -0.11 -2.59 -2.62
C -0.53 2.52 -3.52
C -1.35 2.14 -4.72
C -0.33 2.22 -5.88
O 0.88 1.82 -5.31
C 0.93 2.20 -3.96
H -0.86 2.14 -2.55
H -0.73 3.58 -3.30
H -2.31 2.61 -4.93
H -1.62 1.08 -4.80
H -0.32 3.24 -6.31
H -0.58 1.55 -6.71
H 1.49 3.12 -3.81
H 1.30 1.39 -3.33
C -2.89 -3.01 4.19
C -4.39 -3.05 4.00
C -4.78 -4.04 5.06
O -3.77 -5.04 5.07
C -2.61 -4.52 4.38
H -2.59 -2.46 5.08
H -2.32 -2.66 3.33
H -4.70 -3.55 3.08
H -4.84 -2.06 4.10
H -5.77 -4.46 4.83
H -4.85 -3.57 6.05
H -2.40 -4.95 3.39
H -1.77 -4.84 5.00
C 3.75 -0.98 -2.09
C 5.05 -1.80 -2.06
C 4.69 -2.99 -2.94
O 4.04 -2.35 -4.01
C 3.14 -1.39 -3.44
H 4.08 0.06 -2.16
H 3.18 -1.18 -1.18
H 5.45 -1.97 -1.05
H 5.89 -1.25 -2.49
H 4.07 -3.75 -2.45
H 5.55 -3.56 -3.29
H 2.14 -1.81 -3.37
H 3.19 -0.52 -4.10
*
```



> Number 1 is which compound?

C20H40NOP3SZr



> Which value of energy does entry 1 give?

-2383.72686 Ha